w.
C2H10O2Si2 | wB97M-V/def2-TZVPD

Calculated values
- Gap between HOMO and LUMO: 10.54 eV
- HOMO energy: -9.924 eV

```
! wB97M-V def2-TZVPD RIJCOSX def2/J DEFGRID3
* xyz 0 1
C -1.31002 1.21713 0.98802
Si -0.50617 0.05678 -0.28049
C -1.29655 -1.87773 -0.24189
O -0.77512 0.52589 -1.81825
O 1.09326 0.01275 0.00752
Si 2.69635 0.19044 0.08683
H -1.04847 2.25506 0.80551
H -2.39158 1.14477 0.94559
H -1.00477 0.97813 2.00063
H -2.20860 -1.88204 0.33868
H -1.50598 -2.19411 -1.25232
H -0.57984 -2.54963 0.21161
H -0.51922 1.39371 -2.12425
H 3.14515 0.81361 -1.16013
H 3.25258 -1.14692 0.26233
H 2.95898 1.06217 1.23060
*
```

natural (NBO) population analysis, charges in e, atoms 1 to 6: C -1.15; Si 2.06; C -1.05; O -1.10; O -1.29; Si 1.27

***

x.
C2H10O2Si2 | wB97M-V/def2-TZVPD

Calculated values
- Gap between HOMO and LUMO: 10.31 eV
- HOMO energy: -9.860 eV

```
! wB97M-V def2-TZVPD RIJCOSX def2/J DEFGRID3
* xyz 0 1
C 1.99955 -0.89386 -0.05471
Si 1.12897 0.65418 -0.56259
O 1.66546 1.87197 0.46094
Si -1.17153 0.71195 -0.50706
C -1.78627 -0.76826 0.45546
O -1.72654 2.21121 0.32131
H 2.87139 -0.77995 0.67588
H 1.31661 -1.30912 0.62581
H 2.33686 -1.58852 -0.78963
H 1.92808 0.94387 -1.75652
H 2.47199 1.84822 0.93972
H -1.65810 0.68037 -1.85721
H -0.75553 -1.19320 0.83787
H -2.47712 -0.42530 1.25847
H -2.23366 -1.46275 -0.28301
H -1.17776 2.30018 1.03974
*
```

natural (NBO) population analysis, charges in e, atoms 1 to 6: C -1.13; Si 1.17; O -1.10; Si 1.19; C -1.13; O -1.02

***

Of them, w has the highest stability.

***

w.
CH9N2O | wB97M-V/def2-TZVPD

Calculated values
- Gap between HOMO and LUMO: 11.32 eV
- HOMO energy: -14.757 eV

```
! wB97M-V def2-TZVPD RIJCOSX def2/J DEFGRID3
* xyz 1 1
O -1.10348 -2.25062 1.18459
H -0.39308 -2.78060 1.60460
H -1.44094 0.45180 -0.29734
H -1.90226 -2.73376 1.04249
N -0.48738 -0.06173 -0.58617
C 0.70167 0.96276 -0.72823
N 0.98970 1.61683 0.46269
H -0.51831 -0.45355 -1.57854
H -0.43068 -0.68052 0.18683
H 0.56776 1.59613 -1.52181
H 1.40784 0.26772 -1.13879
H 1.91426 1.50818 0.87023
H 0.69489 2.55737 0.49945
*
```

natural (NBO) population analysis, charges in e, atoms 1 to 6: O -0.99; H 0.51; H 0.44; H 0.50; N -0.73; C -0.04

***

x.
CH9N2O | wB97M-V/def2-TZVPD

Calculated values
- Gap between HOMO and LUMO: 11.58 eV
- HOMO energy: -14.986 eV

```
! wB97M-V def2-TZVPD RIJCOSX def2/J DEFGRID3
* xyz 1 1
N 1.23718 -1.81699 -0.38351
H 2.22485 -1.64300 -0.31058
H 1.00712 -2.03211 -1.34173
H 0.57651 -0.38051 0.80582
H 0.83895 -2.53901 0.20040
N 0.17939 0.58585 0.69471
C -1.01392 0.69905 -0.17717
O -1.13369 2.09457 -0.36665
H -0.07349 1.03219 1.58694
H 1.00202 1.16848 0.34924
H -1.69732 0.11815 0.47118
H -1.11711 0.26425 -1.15603
H -2.03049 2.44907 -0.37263
*
```

natural (NBO) population analysis, charges in e, atoms 1 to 6: N -1.13; H 0.39; H 0.39; H 0.48; H 0.39; N -0.71

***

y.
CH9N2O | wB97M-V/def2-TZVPD

Calculated values
- Gap between HOMO and LUMO: 11.44 eV
- HOMO energy: -14.832 eV

```
! wB97M-V def2-TZVPD RIJCOSX def2/J DEFGRID3
* xyz 1 1
O -1.10050 -0.19885 2.27867
H -0.78317 0.59802 2.70487
H 0.73781 -0.97469 0.68178
H -2.01526 0.04793 2.08555
N 0.48880 -1.13233 -0.29254
C -0.19106 0.21942 -0.93411
N 0.81674 1.16863 -1.02497
H -0.08724 -1.94207 -0.51228
H 1.36855 -1.17659 -0.79865
H -1.00640 0.57055 -0.31513
H -0.59050 -0.19750 -1.85854
H 1.56580 1.13216 -1.69048
H 0.79642 1.88532 -0.32416
*
```

natural (NBO) population analysis, charges in e, atoms 1 to 6: O -0.96; H 0.48; H 0.45; H 0.48; N -0.72; C -0.02

***

Of them, y has the highest stability.

***

w.
CH9N2O | wB97M-V/def2-TZVPD

Calculated values
- Gap between HOMO and LUMO: 11.64 eV
- HOMO energy: -15.087 eV

```
! wB97M-V def2-TZVPD RIJCOSX def2/J DEFGRID3
* xyz 1 1
O 1.38738 -1.83513 -0.91651
H 2.11070 -1.97466 -1.57432
H -1.92796 0.14264 0.68219
H 1.05129 -2.72544 -0.73378
N -1.07380 -0.36878 0.43773
C -0.16576 0.82427 -0.21219
N 0.02171 1.67106 0.92899
H -0.62635 -0.70738 1.29118
H -1.19648 -1.07796 -0.37312
H 0.70034 0.22474 -0.46057
H -0.84997 1.24486 -0.98602
H -0.42679 2.61432 0.87796
H 0.99569 1.96748 1.03847
*
```

natural (NBO) population analysis, charges in e, atoms 1 to 6: O -0.98; H 0.50; H 0.44; H 0.49; N -0.73; C -0.03

***

x.
CH9N2O | wB97M-V/def2-TZVPD

Calculated values
- Gap between HOMO and LUMO: 11.60 eV
- HOMO energy: -15.188 eV

```
! wB97M-V def2-TZVPD RIJCOSX def2/J DEFGRID3
* xyz 1 1
O 1.54660 -1.08824 -2.34819
H 2.19900 -1.70331 -2.69724
H -0.45624 -0.95561 -0.23216
H 1.29705 -0.55506 -3.11239
N -0.83178 -0.00324 -0.27707
C -0.83053 0.59233 1.12238
N 0.43334 0.25261 1.75228
H -0.19896 0.53002 -0.95247
H -1.83204 -0.03621 -0.52787
H -0.93507 1.67188 0.93403
H -1.69014 0.20416 1.67438
H 0.25513 0.04464 2.73459
H 1.04364 1.04604 1.92973
*
```

natural (NBO) population analysis, charges in e, atoms 1 to 6: O -0.97; H 0.50; H 0.46; H 0.48; N -0.70; C -0.06

***

Of them, x has the highest stability.

***

w.
C9H16N2O2 | wB97M-V/def2-TZVPD

Calculated values
- Gap between HOMO and LUMO: 10.00 eV
- HOMO energy: -9.205 eV

```
! wB97M-V def2-TZVPD RIJCOSX def2/J DEFGRID3
* xyz 0 1
C 4.44415 -1.30770 0.03223
C 3.24440 -0.34711 -0.07624
C 3.20255 0.76568 0.71800
N 2.06990 1.42416 0.55987
N 1.36243 0.68625 -0.26917
C -0.04702 0.87280 -0.48218
O -0.24453 2.25894 -0.45350
O -0.76432 0.34458 0.59509
C -2.08114 0.00146 0.19761
C -2.29369 -1.08178 -0.89875
C -2.69979 -0.65732 1.40192
C -3.02518 1.20095 -0.23316
C 1.95488 -0.49151 -0.61239
H 4.37983 -2.09694 0.73182
H 4.55252 -1.93193 -0.97576
H 5.29891 -0.78528 0.14073
H 4.00392 1.14050 1.38047
H -0.22409 0.62027 -1.52507
H 0.31224 2.75448 0.13815
H -2.00685 -0.70372 -1.82628
H -1.86710 -1.91623 -0.53049
H -3.29506 -1.33457 -1.00919
H -2.78183 -0.05002 2.29018
H -1.93871 -1.29192 1.79952
H -3.72191 -1.09052 1.21812
H -2.50866 2.15860 0.10990
H -3.01818 1.34393 -1.31819
H -3.94675 0.86946 0.08234
H 1.63907 -1.35549 -1.18556
*
```

natural (NBO) population analysis, charges in e, atoms 1 to 6: C -0.61; C -0.11; C -0.06; N -0.27; N -0.18; C 0.51

***

x.
C9H16N2O2 | wB97M-V/def2-TZVPD

Calculated values
- Gap between HOMO and LUMO: 10.70 eV
- HOMO energy: -9.967 eV

```
! wB97M-V def2-TZVPD RIJCOSX def2/J DEFGRID3
* xyz 0 1
C 0.96146 0.27515 2.77836
C -0.12657 0.47237 2.05657
C -0.23888 1.51421 0.98488
C -0.28679 0.89834 -0.43937
C 0.56338 -0.36238 -0.40911
O 0.13257 -1.49558 -0.37612
N 1.90229 -0.08322 -0.39664
C 2.99530 -0.96399 -0.22895
N 2.67207 -2.26224 -0.19434
O 4.10931 -0.50470 -0.14305
C -1.71461 0.68629 -0.98295
C -1.64768 0.10265 -2.39463
C -2.60086 -0.18341 -0.09714
H 1.01262 -0.48846 3.53449
H 1.85182 0.87092 2.64751
H -0.99495 -0.14967 2.21234
H 0.62046 2.18490 1.05958
H -1.14272 2.10928 1.13806
H 0.19947 1.60320 -1.12373
H 2.19395 0.88575 -0.41542
H 3.40192 -2.93571 -0.03963
H 1.69626 -2.53052 -0.22806
H -2.16825 1.68465 -1.04924
H -2.64050 0.07654 -2.83680
H -1.26009 -0.91194 -2.36532
H -1.00363 0.70387 -3.03493
H -3.56102 -0.33734 -0.58457
H -2.13752 -1.15129 0.06583
H -2.78881 0.29235 0.86240
*
```

natural (NBO) population analysis, charges in e, atoms 1 to 6: C -0.38; C -0.19; C -0.43; C -0.31; C 0.74; O -0.63

***

y.
C9H16N2O2 | wB97M-V/def2-TZVPD

Calculated values
- Gap between HOMO and LUMO: 9.45 eV
- HOMO energy: -9.275 eV

```
! wB97M-V def2-TZVPD RIJCOSX def2/J DEFGRID3
* xyz 0 1
O -0.95976 -5.16495 2.72691
C -1.65773 -4.19490 2.62506
C -2.22818 -3.38989 1.42428
C -2.79082 -2.12840 1.51763
N -2.84797 -1.49606 2.76774
C -2.55316 -2.27446 4.00635
O -2.68687 -1.78260 5.04887
N -2.27483 -3.70647 3.81905
H -1.75394 -3.87217 0.55717
H -2.73075 -1.39489 0.66482
H -2.83374 -0.30782 2.79181
H -1.79700 -4.03726 4.74872
C 3.80439 2.94280 -2.68739
C 2.76547 1.84615 -2.39890
C 1.40005 2.31872 -2.09912
C 0.57810 1.11761 -1.68359
C -0.72413 1.56898 -0.98864
H 3.71192 3.51965 -3.76814
H 3.99351 3.68567 -1.87484
H 4.62208 1.99435 -2.82051
H 3.27547 1.46421 -1.36050
H 2.94683 1.41893 -3.26610
H 1.37712 2.98170 -1.17138
H 0.90171 3.03450 -2.68562
H 0.94016 0.37261 -0.99888
H 0.44790 0.51667 -2.60793
H -1.22107 2.46790 -1.36458
H -1.42101 0.69473 -1.09259
H -0.28376 1.80472 0.17030
*
```

natural (NBO) population analysis, charges in e, atoms 1 to 6: O -0.56; C 0.67; C -0.42; C 0.05; N -0.67; C 0.81

***

Of them, x has the highest stability.

***

w.
C5H24N2O7 | wB97M-V/def2-TZVPD

Calculated values
- Gap between HOMO and LUMO: 10.19 eV
- HOMO energy: -9.910 eV

```
! wB97M-V def2-TZVPD RIJCOSX def2/J DEFGRID3
* xyz 0 1
C -2.21211 0.33235 2.88066
C -1.06880 1.05547 2.06169
C -1.63082 1.56601 0.70087
C 0.07772 0.09700 2.08188
N 1.44275 0.57878 1.85583
C -0.05979 -1.01763 0.96793
N -0.32045 -2.29584 1.39025
O 0.33214 -0.90198 -0.19548
H -3.08902 0.88741 2.78611
H -1.83809 0.42642 3.92119
H -2.33360 -0.68511 2.51534
H -0.84008 2.02758 2.56601
H -2.47559 2.23051 0.75851
H -0.90157 2.06331 0.03062
H -2.14442 0.71728 0.25675
H -0.01431 -0.43215 3.05237
H 1.59911 0.47617 0.79901
H 1.49177 1.58374 2.08699
H -0.36548 -2.46914 2.30249
H -0.64500 -3.02605 0.77155
O 3.47910 -0.94761 -1.21061
H 4.18611 -0.58464 -1.64960
H 3.88575 -1.14329 -0.34467
O 1.88872 1.10239 -2.95656
H 1.77334 0.89684 -1.93859
H 2.21565 2.05542 -2.96885
O -0.48646 1.30954 -4.25545
H -0.59618 0.46711 -3.83438
H 0.48319 1.42307 -4.27034
O -1.52054 -1.54917 -2.91370
H -2.34427 -1.28853 -3.18247
H -0.96633 -1.04265 -2.51076
O 3.22205 2.24092 0.39105
H 2.95064 2.29189 -0.53843
H 3.13719 1.29331 0.72162
O -2.05736 -3.50442 -0.52072
H -1.48108 -3.19346 -1.11837
H -2.77385 -3.04082 -0.48974
*
```

natural (NBO) population analysis, charges in e, atoms 1 to 6: C -0.61; C -0.22; C -0.62; C -0.13; N -0.86; C 0.68

***

x.
C5H24N2O7 | wB97M-V/def2-TZVPD

Calculated values
- Gap between HOMO and LUMO: 9.45 eV
- HOMO energy: -9.307 eV

```
! wB97M-V def2-TZVPD RIJCOSX def2/J DEFGRID3
* xyz 0 1
C 1.98862 -1.32466 0.17161
C 0.55465 -0.91974 -0.26766
C -0.25940 -2.15669 -0.67161
C -0.06512 -3.45246 0.05493
O 0.15651 -3.55477 1.24044
N 0.48574 0.13991 -1.25687
C 0.98047 1.41838 -0.72535
N 1.31630 2.34262 -1.78187
H 2.64996 -0.51525 -0.14179
H 2.09094 -1.21466 1.25389
H 2.35069 -2.30957 -0.10042
H 0.07521 -0.51227 0.62102
H -1.30240 -1.93659 -0.40269
H -0.14293 -2.33085 -1.74377
H -0.19435 -4.32082 -0.61625
H 0.93756 -0.07212 -2.13628
H 0.18061 1.77565 -0.08356
H 1.90379 1.24955 -0.17464
H 0.48462 2.79662 -2.16150
H 1.97310 3.00010 -1.47803
O -3.23386 0.28667 -0.56054
H -3.17918 0.05834 0.38074
H -2.47745 -0.08907 -1.05882
O 1.13793 2.10657 2.33409
H 0.26104 2.16959 1.93255
H 0.94600 2.06468 3.29338
O 3.56601 1.01676 -2.94832
H 3.71495 0.62431 -2.07990
H 2.62527 1.26612 -2.93691
O -0.37085 -1.44006 2.70806
H -0.06733 -2.31929 2.34430
H -0.07312 -1.57305 3.61328
O -3.79211 2.65084 -1.60144
H -3.95279 1.75910 -1.92891
H -3.28932 2.37979 -0.81987
O -2.59635 0.54960 2.25182
H -2.06955 -0.20604 2.56801
H -3.31388 0.59275 2.90887
*
```

natural (NBO) population analysis, charges in e, atoms 1 to 6: C -0.65; C -0.06; C -0.53; C 0.48; O -0.56; N -0.65

***

Of them, x has the highest stability.